1.
C4H9N2S | wB97M-V/def2-TZVPD

CARTESIAN COORDINATES (ANGSTROEM)
C  0.61227  1.26318  -0.02693
C  0.66093  -1.47953  0.32815
C  -0.39833  -0.95346  -0.41874
C  -1.77423  -1.09059  -0.02911
N  1.81780  0.92407  0.01240
N  -0.00574  2.41299  0.02758
S  2.33980  -0.74865  -0.04181
H  0.38358  -1.70879  1.38975
H  0.88469  -2.44289  -0.18048
H  -0.17752  -0.66470  -1.42997
H  -1.80704  -1.03436  1.03664
H  -2.41120  -1.91435  -0.32061
H  -2.43198  -0.16326  -0.48336
H  2.57033  1.58738  0.35090
H  -0.79141  2.70315  -0.41346
H  0.52805  3.30981  0.19906

Largest force on an atom   0.110 Eh/bohr
2S+1   1
HOMO-LUMO gap   8.6 eV
Energy   -665.12876 Ha
Relative energy (zero: lowest compared OMol25 entry of this formula, charge and spin)   429.5 kJ/mol
Charge   +1

=====

2.
C5H8O | wB97M-V/def2-TZVPD

CARTESIAN COORDINATES (ANGSTROEM)
O  -0.75244  1.44300  -0.67799
C  -0.61714  0.48152  0.34092
C  -1.34308  -0.80912  -0.12406
C  -0.40839  -1.42679  -1.12037
C  1.84215  0.44091  -0.14846
C  0.83215  0.17685  0.67551
H  -0.23151  2.21392  -0.41585
H  -1.12899  0.82112  1.25585
H  -2.27151  -0.47511  -0.60127
H  -1.58515  -1.40039  0.77235
H  0.12199  -2.24400  -0.58378
H  1.66766  0.90191  -1.11715
H  2.86600  0.18624  0.10933
H  1.00826  -0.31005  1.63497

Largest force on an atom   0.009 Eh/bohr
2S+1   1
HOMO-LUMO gap (spin up / spin down)   8.4 / 8.4 eV
Energy   -270.36621 Ha
Relative energy (zero: lowest compared OMol25 entry of this formula, charge and spin)   503.3 kJ/mol

=====

3.
C3H6S2 | wB97M-V/def2-TZVPD

CARTESIAN COORDINATES (ANGSTROEM)
C  1.34841  0.77369  -0.49977
C  0.37446  -0.39069  -0.14756
S  0.65617  -1.93685  -0.16767
C  -0.92864  0.03870  0.55343
S  -2.25226  -0.55016  -0.45928
H  2.42775  0.48600  -0.74298
H  1.42310  1.22161  0.53218
H  0.92889  1.55029  -1.16247
H  -0.91953  1.13231  0.69676
H  -0.83563  -0.42571  1.48658
H  -2.22272  -1.89920  -0.08923

Largest force on an atom   0.050 Eh/bohr
Structure (SMILES)   CC(=S)CS
2S+1   1
HOMO-LUMO gap   8.7 eV
Energy   -914.23069 Ha
Relative energy (zero: lowest compared OMol25 entry of this formula, charge and spin)   118.1 kJ/mol

=====

4.
C19H25N3O2 | wB97M-V/def2-TZVPD

CARTESIAN COORDINATES (ANGSTROEM)
C  5.85038  0.42339  0.20002
C  4.58266  -0.18597  0.07690
C  3.46006  0.70644  -0.12260
C  2.09295  0.02920  -0.13574
C  1.88568  -1.49156  -0.11721
C  0.56684  -1.95433  -0.00490
N  -0.53926  -0.98935  0.35248
N  -1.83050  -1.63612  0.25985
C  -2.77644  -1.00389  1.02494
C  -3.61386  0.01618  0.29851
C  -3.18845  1.38527  0.23234
O  -3.91598  2.42292  -0.29842
N  -1.70514  1.52530  0.01458
C  -1.15580  2.97225  -0.11941
C  -0.28404  3.08070  1.16753
C  0.93853  3.85001  0.29065
C  0.49760  4.11370  -1.01443
C  -0.38613  3.03546  -1.10898
C  -2.06583  -3.06320  -0.39565
O  -3.19323  -3.23594  -0.17806
C  -0.98882  -3.51283  -1.23780
C  0.28776  -3.38398  -0.26648
C  2.93813  -2.19807  0.26668
C  4.16212  -1.67341  0.41105
H  5.88729  1.30340  -0.29266
H  6.64372  -0.35637  -0.37160
H  6.16388  0.61004  1.04427
H  3.57647  1.61698  -0.24221
H  1.06539  0.74679  -0.32045
H  -3.48222  -1.65834  1.74450
H  -2.26588  -0.56434  1.91454
H  -3.86160  -0.47847  -0.50635
H  -4.70454  -0.07464  0.70523
H  -1.15950  0.51984  0.11576
H  -1.94651  3.44138  0.09093
H  0.16997  2.14781  1.58524
H  -0.67816  3.81808  1.78150
H  1.24419  4.82519  0.98410
H  1.83797  3.11904  0.38560
H  0.00402  5.31304  -1.00793
H  1.40267  4.28106  -1.87104
H  0.18504  2.16635  -1.57997
H  -1.14097  3.35307  -2.13466
H  -0.84464  -2.85962  -2.13199
H  -1.25448  -4.49239  -1.19064
H  0.40104  -4.13361  0.56440
H  1.13462  -3.73302  -0.95818
H  2.83882  -3.15084  0.26298
H  5.09390  -2.15788  0.27041

Largest force on an atom   0.357 Eh/bohr
Structure (SMILES)   Cc1ccc(C2=NN(CCC(=O)NC3CCCC3)C(=O)CC2)cc1
2S+1   1
HOMO-LUMO gap   6.9 eV
Energy   -1053.13174 Ha
Relative energy (zero: lowest compared OMol25 entry of this formula, charge and spin)   1794.3 kJ/mol

=====

5.
C3H26O10 | wB97M-V/def2-TZVPD

CARTESIAN COORDINATES (ANGSTROEM)
C  4.05513  -1.95529  1.99274
C  2.86899  -1.00378  2.15888
C  3.21428  0.07242  3.20456
O  2.73545  -0.32775  0.91880
H  4.11829  -2.69010  2.79534
H  4.95725  -1.34718  1.92579
H  4.17160  -2.56217  1.09484
H  2.03869  -1.67071  2.39107
H  3.86342  0.85046  2.80285
H  3.81608  -0.18379  4.07651
H  2.25181  0.52297  3.44697
H  2.75736  -1.01882  0.25281
O  0.91391  2.02074  -2.51160
H  1.75362  2.47403  -2.43644
H  1.03851  1.20321  -2.02957
O  0.74859  3.02636  1.64375
H  0.19042  2.55945  2.26558
H  1.45929  2.41429  1.45270
O  -2.14961  -0.06523  -0.55989
H  -2.71467  0.35870  0.08604
H  -1.37011  0.48902  -0.59739
O  -1.77850  1.84062  -5.24375
H  -1.10051  2.12929  -4.63283
H  -2.21829  2.64713  -5.51277
O  -4.78558  -2.82605  0.45148
H  -4.33407  -2.09661  0.02688
H  -4.48940  -2.79477  1.36117
O  -4.67834  2.41688  1.40377
H  -4.65188  3.31915  1.08528
H  -5.51014  2.07206  1.07906
O  1.76913  -1.96212  -2.67360
H  2.23646  -2.02446  -3.50664
H  0.87294  -2.22697  -2.88079
O  -1.88178  0.82393  3.43157
H  -2.37090  0.03503  3.66525
H  -2.52181  1.38053  2.98796
O  -1.46922  -2.18272  -4.98955
H  -1.93974  -2.32138  -5.81151
H  -1.86663  -1.39648  -4.61522

Largest force on an atom   0.050 Eh/bohr
Structure (SMILES)   CC(C)O.O.O.O.O.O.O.O.O.O
2S+1   1
HOMO-LUMO gap   10.4 eV
Energy   -882.25099 Ha
Relative energy (zero: lowest compared OMol25 entry of this formula, charge and spin)   145.9 kJ/mol

=====

6.
C2H3ClO3P | wB97M-V/def2-TZVPD

CARTESIAN COORDINATES (ANGSTROEM)
C  1.40845  -0.18944  0.45642
C  0.47437  0.19126  -0.57126
O  -1.92634  -1.02856  -1.02656
O  -1.43223  -0.32800  1.42066
O  1.13903  -0.98084  -0.59670
P  -1.30823  -0.14091  -0.04273
Cl  -2.44547  1.63431  -0.25020
H  2.32064  0.23410  0.29210
H  1.01605  -0.48476  1.45992
H  0.75374  1.09286  -1.14167

Largest force on an atom   0.097 Eh/bohr
2S+1   3
HOMO-LUMO gap (spin up / spin down)   2.2 / 6.1 eV
Energy   -1105.15993 Ha
Relative energy (zero: lowest compared OMol25 entry of this formula, charge and spin)   221.3 kJ/mol
Charge   -1

=====

7.
C13H20N3O4 | wB97M-V/def2-TZVPD

CARTESIAN COORDINATES (ANGSTROEM)
N  -0.45939  -1.12485  -4.10678
C  0.50936  -0.08698  -3.68466
C  0.48075  0.09183  -2.18416
C  -0.67162  -0.16003  -1.38439
C  -0.55324  0.09586  0.00912
N  0.48014  0.54007  0.70641
N  1.50610  0.70123  -0.10065
C  1.58636  0.52311  -1.40251
H  -0.39710  -1.24143  -5.11959
H  -0.06530  -1.99339  -3.73425
H  1.50961  -0.30248  -4.11262
H  0.14828  0.86301  -4.14459
H  -1.61675  -0.52756  -1.80092
H  -1.45272  -0.10049  0.61947
H  2.35782  1.01205  0.37453
H  2.53729  0.74035  -1.91275
O  -2.05848  6.84760  2.09957
C  -1.64329  5.73524  2.20486
O  -1.83893  4.76476  1.26480
C  -1.31315  3.52082  1.73863
C  -0.28914  3.89409  2.79667
C  -0.87907  5.16934  3.38123
H  -2.13585  2.92761  2.14819
H  -0.86423  2.97623  0.90793
H  -0.12350  3.10704  3.53215
H  0.66978  4.11796  2.32207
H  -1.57950  4.96141  4.19161
H  -0.10666  5.85880  3.71215
O  0.67861  -3.49635  -2.31120
C  0.72107  -3.89599  -1.17825
O  1.80302  -3.75347  -0.37934
C  1.57630  -4.43387  0.87068
C  0.06843  -4.53669  0.99764
C  -0.36864  -4.65399  -0.45560
H  2.05838  -5.41231  0.82531
H  2.02015  -3.86113  1.68295
H  -0.25493  -5.36610  1.62413
H  -0.33178  -3.61502  1.42822
H  -0.36742  -5.68950  -0.80014
H  -1.34074  -4.19680  -0.62592

Largest force on an atom   0.045 Eh/bohr
2S+1   1
HOMO-LUMO gap   7.2 eV
Energy   -972.33294 Ha
Charge   +1